Density functional theory data (the ωB97M-V functional and the def2-TZVPD basis) for 5 unconnected molecules or ions with the total composition C4H19N2O4S.

Gap between HOMO and LUMO   0.233 hartree
HOMO level   -0.11669 hartree
E   -972.487830 hartree

```
! RIJCOSX wB97M-V def2-TZVPD def2/J DEFGRID3
* xyz -1 1
C -1.176 1.277 0.616
C -1.814 -0.093 0.684
C -2.197 -0.674 -0.695
S -3.204 0.482 -1.786
N -0.873 -1.051 1.382
C 0.116 -1.874 0.775
N 1.535 -1.439 0.771
H -1.350 1.821 1.550
H -1.741 1.867 -0.120
H -0.093 1.320 0.479
H -2.717 -0.073 1.294
H -1.309 -0.984 -1.227
H -2.915 -1.475 -0.523
H -1.131 -1.304 2.319
H 0.152 -2.831 1.303
H 0.001 -2.039 -0.299
H 2.027 -1.495 1.651
H 1.655 -0.523 0.359
H 2.451 -1.414 -2.265
H 1.599 -0.077 -2.439
O 2.334 -0.618 -2.784
H -0.188 1.186 -1.658
H -0.644 0.343 -2.814
O 0.080 0.932 -2.548
H 0.043 0.203 3.072
H 1.336 0.981 2.909
O 0.596 0.865 3.513
H 1.864 2.578 -0.865
H 2.812 1.911 -1.789
O 2.751 2.197 -0.865
*
```

What are the Mulliken partial charges on each atom? They are as follows, in elementary charge units: number 1, C, carries -1.56; number 2, C, carries 0.58; number 3, C, carries -1.13; number 4, S, carries -0.53; number 5, N, carries -0.11; number 6, C, carries -0.95; number 7, N, carries -0.49; number 8, H, carries 0.38; number 9, H, carries 0.48; number 10, H, carries 0.15; number 11, H, carries 0.28; number 12, H, carries 0.18; number 13, H, carries 0.27; number 14, H, carries 0.46; number 15, H, carries 0.48; number 16, H, carries 0.30; number 17, H, carries 0.24; number 18, H, carries 0.16; number 19, H, carries 0.31; number 20, H, carries 0.40; number 21, O, carries -0.67; number 22, H, carries 0.34; number 23, H, carries 0.26; number 24, O, carries -0.72; number 25, H, carries 0.30; number 26, H, carries 0.32; number 27, O, carries -0.70; number 28, H, carries 0.32; number 29, H, carries 0.32; number 30, O, carries -0.65

=====

Density functional theory data (the ωB97M-V functional and the def2-TZVPD basis) for 4 unconnected molecules or ions with the total composition C4H19N3O3S.

Gap between HOMO and LUMO   0.327 hartree
HOMO level   -0.31969 hartree
E   -951.950014 hartree

```
! RIJCOSX wB97M-V def2-TZVPD def2/J DEFGRID3
* xyz 0 1
N -1.972 -2.202 -2.143
C -2.511 -1.560 -0.967
N -1.657 -1.632 0.218
C -1.545 -0.422 1.035
C -0.322 0.422 0.549
N 0.929 0.041 1.279
C -0.565 1.926 0.752
S 0.004 2.954 -0.627
H -1.219 -1.703 -2.595
H -1.618 -3.120 -1.913
H -2.672 -0.510 -1.184
H -3.473 -2.041 -0.781
H -1.822 -2.466 0.763
H -2.448 0.190 0.965
H -1.311 -0.747 2.048
H -0.137 0.155 -0.485
H 1.444 -0.546 0.627
H 0.682 -0.575 2.052
H -1.599 2.224 0.910
H -0.076 2.225 1.674
H 1.257 2.478 -0.632
O 1.282 -1.270 -2.551
H 2.181 -1.624 -2.515
H 1.479 -0.393 -2.170
O 1.707 1.819 3.466
H 1.752 1.132 2.776
H 2.503 2.361 3.354
O 3.230 0.584 -1.315
H 3.212 1.178 -2.073
H 3.283 1.126 -0.519
*
```

What are the Mulliken partial charges on each atom? They are as follows, in elementary charge units: number 1, N, carries -0.65; number 2, C, carries -0.53; number 3, N, carries -0.25; number 4, C, carries -1.34; number 5, C, carries 0.86; number 6, N, carries -0.59; number 7, C, carries -0.82; number 8, S, carries -0.21; number 9, H, carries 0.25; number 10, H, carries 0.23; number 11, H, carries 0.39; number 12, H, carries 0.33; number 13, H, carries 0.26; number 14, H, carries 0.39; number 15, H, carries 0.46; number 16, H, carries -0.11; number 17, H, carries 0.27; number 18, H, carries 0.30; number 19, H, carries 0.39; number 20, H, carries 0.33; number 21, H, carries 0.03; number 22, O, carries -0.63; number 23, H, carries 0.32; number 24, H, carries 0.33; number 25, O, carries -0.67; number 26, H, carries 0.36; number 27, H, carries 0.31; number 28, O, carries -0.64; number 29, H, carries 0.32; number 30, H, carries 0.29

=====

Density functional theory data (the ωB97M-V functional and the def2-TZVPD basis) for 5 unconnected molecules or ions with the total composition C4H19NO4S.

Expectation value of S²   0.750
Gap between HOMO and LUMO (spin up / spin down)   0.087 / 0.335 hartree
HOMO level (spin up / spin down)   0.01731 / -0.23315 hartree
E   -917.669957 hartree

```
! RIJCOSX wB97M-V def2-TZVPD def2/J DEFGRID3
* xyz -1 2
C 0.159 0.737 -0.841
C 0.992 -0.329 -0.111
C 1.029 -1.695 -0.772
S 1.931 -1.667 -2.392
C -1.266 0.296 -1.165
N -1.967 -0.170 0.024
H 0.671 0.867 -1.792
H 0.183 1.682 -0.316
H 0.570 -0.491 0.889
H 1.981 0.102 0.066
H 0.049 -2.070 -1.031
H 1.566 -2.415 -0.171
H 2.988 -0.933 -2.021
H -1.219 -0.403 -2.006
H -1.745 1.158 -1.574
H -1.614 -1.096 0.264
H -2.945 -0.403 -0.140
H -0.469 0.154 3.286
H -1.699 0.418 2.393
O -1.298 -0.239 2.980
H -1.056 3.819 -2.102
H -0.387 4.178 -0.699
O -0.285 3.708 -1.541
H -1.492 -2.936 2.520
H -0.831 -1.662 2.104
O -0.774 -2.641 1.946
H -0.293 2.389 1.885
H 0.893 2.724 2.782
O -0.048 2.485 2.825
*
```

What are the Mulliken partial charges on each atom? They are as follows, in elementary charge units: number 1, C, carries -0.73; number 2, C, carries -0.69; number 3, C, carries -0.68; number 4, S, carries -0.28; number 5, C, carries -1.04; number 6, N, carries -0.53; number 7, H, carries 0.32; number 8, H, carries 0.45; number 9, H, carries 0.06; number 10, H, carries 0.41; number 11, H, carries 0.32; number 12, H, carries 0.46; number 13, H, carries 0.12; number 14, H, carries 0.25; number 15, H, carries 0.59; number 16, H, carries 0.25; number 17, H, carries 0.24; number 18, H, carries 0.35; number 19, H, carries 0.34; number 20, O, carries -0.87; number 21, H, carries 0.42; number 22, H, carries 0.43; number 23, O, carries -1.06; number 24, H, carries 0.30; number 25, H, carries 0.34; number 26, O, carries -0.71; number 27, H, carries 0.12; number 28, H, carries 0.49; number 29, O, carries -0.66

=====

Density functional theory data (the ωB97M-V functional and the def2-TZVPD basis) for C4H2 in the gas phase.

Gap between HOMO and LUMO   0.391 hartree
HOMO level   -0.35678 hartree
E   -153.474350 hartree

```
! RIJCOSX wB97M-V def2-TZVPD def2/J DEFGRID3
* xyz 0 1
C -1.867 -0.054 -0.040
C -0.676 0.154 -0.040
C 0.670 0.090 0.016
C 1.884 -0.008 0.003
H -2.963 -0.048 0.151
H 2.952 -0.134 -0.089
*
```

What are the Mulliken partial charges on each atom? They are as follows, in elementary charge units: number 1, C, carries -0.37; number 2, C, carries -0.39; number 3, C, carries 0.06; number 4, C, carries -0.06; number 5, H, carries 0.36; number 6, H, carries 0.40